Computed, not measured: a 9-piece molecular cluster, C41H102Cl4N6O13 overall in a non-equilibrium geometry, with the ωB97M-V functional and the def2-TZVPD basis.

* net charge: 0
* HOMO: -8.295 eV

```
166
Properties=species:S:1:pos:R:3:forces:R:3:lowdin_charge:R:1
C -26.3267 20.6110 -22.5508 0.5 -0.5 1.3 -0.108
O -27.5829 21.2230 -22.3712 0.8 0.7 0.8 -0.204
C -27.6668 22.4322 -23.1139 -1.8 -1.4 -1.6 -0.201
C -28.9278 23.1917 -22.7702 -0.3 -0.2 1.9 -0.163
N -30.1200 22.2929 -22.6216 0.9 0.2 -1.5 -0.069
C -31.1389 22.8374 -21.7371 -0.1 -0.4 -0.6 -0.174
C -32.4750 22.0565 -21.7209 -0.1 0.4 1.3 -0.194
O -32.2837 20.7656 -21.1548 0.2 -0.5 -0.2 -0.200
C -33.3896 19.8615 -21.0647 0.5 0.0 -0.3 -0.091
H -25.4862 21.2760 -22.3385 -0.1 0.4 -0.3 0.088
H -26.1511 20.1278 -23.5138 -0.4 0.1 -0.2 0.088
H -26.2524 19.8774 -21.7468 -0.1 -0.4 -0.3 0.093
H -27.8848 21.9944 -24.0949 0.5 0.7 -0.7 0.094
H -26.7806 23.0648 -23.1604 0.1 -0.1 0.3 0.124
H -29.0380 24.0204 -23.4701 -0.3 -0.2 -0.2 0.101
H -28.7981 23.6511 -21.7850 0.3 0.3 0.1 0.119
H -29.7504 21.4187 -22.2724 -0.2 -0.1 0.2 0.088
H -31.3254 23.8492 -22.1019 -0.3 0.1 0.1 0.120
H -30.7075 22.9275 -20.7370 -0.4 0.0 0.3 0.124
H -33.0524 22.0612 -22.6478 0.5 -0.3 -0.5 0.109
H -33.1110 22.6080 -21.0208 -0.1 0.3 0.1 0.115
H -33.0486 18.9680 -20.5420 0.3 0.2 0.1 0.087
H -33.6968 19.4970 -22.0472 -0.1 0.3 -0.2 0.061
H -34.2557 20.2184 -20.5045 0.0 0.5 -0.1 0.085
C -29.1052 24.2696 -31.3180 0.9 0.6 -0.6 -0.120
O -29.5434 24.9440 -30.1518 0.8 -0.7 -0.2 -0.194
C -30.9246 25.0444 -30.0966 -1.3 -0.2 0.9 -0.226
C -31.3386 25.5809 -28.7052 0.1 -0.1 -0.2 -0.202
N -31.1661 26.9914 -28.5298 0.3 1.4 -0.6 -0.051
C -31.2135 27.3846 -27.1545 0.7 0.3 1.1 -0.223
C -30.6511 28.7698 -26.8462 -0.6 0.3 0.0 -0.217
O -29.4589 28.9824 -27.5780 -0.5 0.6 -0.8 -0.194
C -28.9876 30.3147 -27.4996 0.2 0.6 1.0 -0.101
H -29.3136 24.8801 -32.2008 -0.1 0.1 -0.1 0.088
H -29.4727 23.2689 -31.5525 -0.6 0.0 0.7 0.050
H -28.0215 24.1680 -31.2560 0.0 0.2 0.2 0.088
H -31.3697 24.0561 -30.2316 0.0 -0.1 0.1 0.051
H -31.3188 25.6320 -30.9313 0.0 0.4 0.1 0.131
H -30.7331 25.0920 -27.9332 0.0 -0.7 -0.1 0.092
H -32.3855 25.4033 -28.4473 -0.1 -0.5 -0.4 0.119
H -30.2756 27.3061 -28.8952 0.1 -0.1 -0.2 0.109
H -30.5969 26.7405 -26.5131 0.0 -0.7 0.0 0.098
H -32.2211 27.3585 -26.7342 -0.2 -0.1 -0.2 0.110
H -30.4746 28.8753 -25.7708 0.4 -0.4 0.2 0.106
H -31.4335 29.5267 -26.9574 0.2 0.3 -1.0 0.124
H -29.4823 31.1543 -27.9980 -1.1 -0.7 -0.4 0.085
H -27.9821 30.4517 -27.8977 0.2 -0.9 0.3 0.082
H -29.0477 30.5757 -26.4396 0.6 0.3 0.1 0.087
C -21.9907 30.3291 -25.7842 -1.7 -0.6 0.0 -0.083
O -23.3852 30.0225 -25.9260 -0.5 -0.3 0.0 -0.218
C -23.6744 28.6630 -26.2320 -0.5 0.1 0.7 -0.214
C -25.2151 28.5246 -26.4507 0.9 -1.0 0.1 -0.186
N -25.5333 27.2142 -27.0042 -0.6 -0.8 -1.2 -0.064
C -26.9866 27.0397 -27.1907 -0.3 0.0 0.5 -0.183
C -27.5200 25.6203 -27.5328 0.4 1.2 0.5 -0.186
O -27.5171 24.8399 -26.3405 0.2 -1.3 -0.1 -0.203
C -28.0913 23.5378 -26.6216 0.1 0.5 0.5 -0.072
H -21.4811 29.3763 -25.6359 0.6 0.2 -0.4 0.079
H -21.8897 30.9080 -24.8666 0.2 0.3 -0.2 0.082
H -21.7899 30.8883 -26.6972 1.0 -0.1 0.2 0.090
H -23.3405 28.0436 -25.3919 -0.4 -0.1 0.5 0.104
H -23.0336 28.2459 -27.0137 -0.4 0.4 -0.8 0.117
H -25.5875 29.2938 -27.1272 0.2 0.1 -0.1 0.113
H -25.7555 28.5919 -25.5022 0.2 0.6 0.3 0.095
H -25.2379 26.4625 -26.3948 0.1 0.5 0.2 0.045
H -27.3559 27.7914 -27.8885 0.1 -0.3 -0.4 0.103
H -27.5027 27.3114 -26.2622 -0.2 0.0 0.3 0.096
H -26.9192 25.1952 -28.3403 0.1 -0.4 0.1 0.124
H -28.5634 25.6403 -27.8514 0.1 0.5 -0.4 0.089
H -28.0241 22.8629 -25.7685 0.4 0.5 0.2 0.055
H -27.5650 23.0382 -27.4357 -0.2 0.2 -0.3 0.085
H -29.1674 23.6189 -26.7818 0.0 0.1 -0.5 0.065
C -37.7367 13.9455 -26.8447 0.6 -0.9 -1.5 -0.129
O -37.0944 15.0653 -26.3358 -0.5 0.4 0.3 -0.228
C -35.6817 14.8879 -26.1557 -0.9 0.8 1.5 -0.175
C -35.4103 15.9886 -25.0863 1.9 0.1 -0.7 -0.201
N -35.4662 17.2828 -25.8042 -0.4 -1.9 0.5 -0.068
C -35.5098 18.4576 -24.9252 -0.3 0.0 -1.7 -0.185
C -35.0101 19.6672 -25.7497 -1.4 1.4 1.9 -0.181
O -36.1450 20.4841 -26.1394 -0.4 -2.1 -0.3 -0.202
C -35.8594 21.7524 -26.5983 0.9 0.1 -0.1 -0.138
H -38.8079 13.9939 -27.0394 -0.1 0.7 0.9 0.088
H -37.4840 13.0667 -26.2475 -0.2 -0.2 0.0 0.087
H -37.3722 13.7985 -27.8682 0.3 -0.5 -0.1 0.087
H -35.1901 15.0205 -27.1195 0.3 0.1 0.2 0.126
H -35.4878 13.9042 -25.7239 0.1 -0.1 -0.1 0.115
H -34.4241 15.9753 -24.6167 0.0 -0.7 0.1 0.106
H -36.1872 15.8875 -24.3251 0.0 -0.1 0.1 0.117
H -36.3757 17.0016 -26.1590 -0.5 2.0 -0.9 0.089
H -34.8346 18.3739 -24.0736 -0.1 -0.5 0.0 0.084
H -36.5504 18.5609 -24.6136 0.1 0.7 0.5 0.124
H -34.3262 19.3085 -26.5190 -0.3 0.3 -0.4 0.113
H -34.5192 20.3517 -25.0514 0.8 -0.2 0.0 0.099
H -35.3626 22.3313 -25.8124 -0.1 0.3 0.1 0.075
H -36.7848 22.2321 -26.9130 0.1 0.0 0.0 0.092
H -35.1547 21.6988 -27.4337 0.0 0.2 -0.3 0.072
C -23.6498 22.7656 -26.4088 0.3 0.5 0.9 -0.089
O -23.9836 23.3755 -25.1627 -0.7 -0.1 0.1 -0.205
C -23.7289 24.7738 -25.1038 0.6 -0.3 -1.0 -0.224
C -24.3642 25.3670 -23.8756 -1.0 -0.2 0.2 -0.179
N -25.5282 26.2984 -24.0575 1.8 -1.1 0.3 -0.026
C -25.8756 26.7127 -22.7042 -0.8 1.9 -0.2 -0.209
C -27.2335 27.4037 -22.7260 -0.8 -0.4 -0.9 -0.205
O -28.1903 26.4129 -23.1009 -0.6 0.1 0.3 -0.213
C -29.3883 26.9639 -23.6446 1.2 -0.1 -0.7 -0.093
H -23.9641 21.7238 -26.3789 0.2 0.0 0.2 0.086
H -22.5640 22.8601 -26.4714 0.1 -0.3 -0.7 0.088
H -24.1573 23.2331 -27.2548 0.1 0.3 0.0 0.085
H -23.9939 25.2093 -26.0709 -0.4 0.2 0.2 0.103
H -22.6546 24.9716 -25.0356 0.3 -0.3 0.0 0.120
H -23.5696 25.7752 -23.2518 -0.3 0.4 0.1 0.118
H -24.8135 24.5274 -23.3379 0.6 -0.4 0.3 0.103
H -26.1949 25.6500 -24.4625 -0.9 0.4 0.1 0.088
H -25.1870 27.5230 -22.4527 0.3 -0.1 0.2 0.122
H -25.7991 25.9650 -21.9113 -0.2 -0.4 -0.1 0.119
H -27.2488 28.1772 -23.5000 0.4 0.0 -0.3 0.106
H -27.5777 27.9623 -21.8520 0.4 -0.5 0.6 0.122
H -29.9467 26.1453 -24.0981 -0.3 -0.1 0.5 0.068
H -29.0965 27.5813 -24.4997 -0.1 0.3 0.0 0.063
H -29.9466 27.5897 -22.9470 -0.2 -0.3 0.2 0.096
C -33.3821 26.7619 -24.2259 -1.9 0.6 -1.4 -0.147
O -33.7440 26.4900 -22.9319 0.8 -1.2 2.8 -0.201
C -35.1177 26.3724 -22.5617 -0.2 0.8 -1.4 -0.198
C -35.3899 26.5857 -21.0681 1.5 0.0 -0.8 -0.201
N -34.7426 27.8257 -20.6392 -0.8 0.1 0.1 -0.056
C -34.9359 28.0350 -19.2131 0.6 0.2 0.4 -0.223
C -34.1231 29.2084 -18.6538 1.3 -0.5 -0.3 -0.191
O -32.7320 28.8103 -18.7981 0.3 0.4 0.2 -0.226
C -31.7569 29.8422 -18.5021 -1.1 -0.9 0.0 -0.085
H -32.3212 26.6562 -24.4433 0.0 0.0 0.5 0.060
H -33.7516 27.7613 -24.4834 0.5 0.4 -0.1 0.094
H -33.9526 26.1482 -24.9327 0.2 -0.5 -0.1 0.089
H -35.5744 25.4450 -22.9175 0.3 -0.4 0.1 0.118
H -35.6060 27.1351 -23.1763 -0.5 0.3 0.4 0.118
H -34.9014 25.7929 -20.4924 -0.4 -0.6 0.0 0.115
H -36.4686 26.5478 -20.9194 0.0 0.2 0.1 0.123
H -33.7629 27.6221 -20.7947 0.2 0.5 0.0 0.101
H -34.5878 27.1725 -18.6328 0.2 -0.2 0.1 0.115
H -35.9900 28.0796 -18.9354 -0.1 0.5 -0.4 0.118
H -34.3652 29.3433 -17.5975 0.0 0.1 0.1 0.116
H -34.1743 30.1718 -19.1636 -0.7 -0.1 -0.2 0.113
H -31.5652 29.8779 -17.4285 -0.2 0.2 0.1 0.080
H -32.1323 30.7944 -18.8783 0.2 0.2 0.1 0.079
H -30.8092 29.5816 -18.9707 -0.2 -0.1 -0.3 0.080
Cl -31.7033 18.1818 -24.3878 -0.5 -0.3 0.0 0.581
C -30.3330 19.0261 -23.6437 -0.3 0.6 -0.4 -0.671
C -29.1350 18.9566 -24.5557 0.3 -1.0 0.9 -0.581
Cl -28.2832 17.3195 -24.3685 -0.3 1.1 -0.1 0.483
H -30.2181 18.6684 -22.6225 0.4 -0.2 -0.2 0.080
H -30.6052 20.0798 -23.5802 -0.2 -0.1 -0.1 0.039
H -28.4912 19.7674 -24.2161 0.5 -0.3 -0.3 0.043
H -29.3982 19.0183 -25.6083 0.0 0.2 0.2 0.062
Cl -32.2769 21.8194 -31.3335 -0.8 0.0 0.1 0.550
C -32.6002 21.5511 -29.5768 1.0 -0.8 -0.6 -0.600
C -31.4621 20.6575 -29.0829 0.1 0.6 1.3 -0.620
Cl -29.7743 21.2926 -29.3594 -1.0 -0.4 0.1 0.542
H -33.4968 20.9533 -29.4137 -0.2 0.2 -0.4 0.070
H -32.7420 22.5285 -29.1206 0.4 -0.1 0.2 0.053
H -31.5699 19.6328 -29.4331 0.3 0.2 -0.6 0.074
H -31.5493 20.5678 -27.9983 0.1 0.2 0.1 0.057
C -32.0722 23.3926 -25.5087 -0.6 -0.2 -0.5 -0.165
O -31.0554 22.4368 -25.4429 0.3 -0.2 -0.7 -0.131
H -32.5179 23.3608 -26.5059 0.2 -0.2 -0.2 0.065
H -32.9042 23.1275 -24.8517 0.0 0.4 0.4 0.064
H -31.7418 24.4287 -25.4059 0.1 0.0 0.5 0.061
H -30.6110 22.4637 -24.5868 -0.2 -0.1 0.6 0.024
```
Forces are in eV/Å.

***

Computed, not measured: C32H19F5O3PS2W as an isolated structure, with the ωB97M-V functional and the def2-TZVPD basis.

* net charge: +1
* HOMO (alpha / beta): -10.928 / -11.430 eV
* 2S+1: 3
* ⟨S²⟩: 2.02

```
63
Properties=species:S:1:pos:R:3:forces:R:3:nbo_charge:R:1
W 0.0808 -0.2953 1.4469 -0.1 0.1 0.0 1.302
F -2.3013 -6.4027 -0.5496 0.0 0.0 0.0 -0.266
C -1.9192 -5.4109 0.2391 0.0 0.0 0.0 0.288
C -1.7620 -4.1349 -0.2800 0.0 0.0 0.0 0.327
F -1.9922 -3.8906 -1.5641 0.0 0.0 0.0 -0.277
C -1.3376 -3.1336 0.5646 0.0 0.1 0.0 0.292
F -1.1727 -1.8749 0.0418 0.0 -0.1 0.1 -0.297
C -1.0456 -3.3304 1.8983 0.0 0.0 0.0 -0.281
S -0.4351 -2.0277 2.9184 0.0 0.0 0.0 0.013
C -1.2179 -4.6156 2.3947 0.0 0.0 0.0 0.349
F -0.9379 -4.8780 3.6660 0.0 0.0 0.0 -0.276
C -1.6516 -5.6481 1.5788 0.0 0.0 0.0 0.288
F -1.7856 -6.8713 2.0686 0.0 0.0 0.0 -0.266
O 2.6528 2.6146 2.4629 0.0 0.0 0.0 -0.852
S 2.2160 1.4146 1.8590 0.0 0.1 0.0 2.395
O 1.3246 1.4853 0.6733 0.0 -0.1 0.1 -0.927
O 1.3855 0.5035 2.7828 0.0 0.0 0.0 -0.911
C 3.6020 0.4149 1.4073 0.0 0.0 0.0 -0.336
C 4.8407 0.7809 1.8979 0.0 0.0 0.0 -0.150
C 5.9479 -0.0071 1.6021 0.0 0.0 0.0 -0.170
C 5.8006 -1.1479 0.8340 0.0 0.0 0.0 -0.188
C 4.5492 -1.5086 0.3430 0.0 0.0 0.0 -0.122
C 3.4336 -0.7274 0.6149 0.0 0.0 0.0 -0.368
P 1.8184 -1.1667 -0.0997 0.0 -0.1 -0.1 1.056
C 1.8206 -2.9597 -0.3131 0.0 0.0 0.0 -0.400
C 2.0368 -3.7743 0.8002 0.0 0.0 0.0 -0.198
C 1.9441 -5.1493 0.6784 0.0 0.0 0.0 -0.198
C 1.6272 -5.7171 -0.5519 0.0 0.0 0.0 -0.196
C 1.4104 -4.9102 -1.6585 0.0 0.0 0.0 -0.151
C 1.5057 -3.5299 -1.5438 0.0 0.1 0.0 -0.210
C 1.7226 -0.4204 -1.7359 0.0 0.0 0.0 -0.294
C 2.8803 -0.2471 -2.4934 -0.1 0.0 0.0 -0.202
C 2.7923 0.2876 -3.7680 0.0 0.0 0.0 -0.199
C 1.5562 0.6486 -4.2859 0.0 0.0 0.0 -0.170
C 0.4042 0.4813 -3.5319 0.0 0.0 0.0 -0.186
C 0.4827 -0.0508 -2.2541 0.0 0.0 0.0 -0.211
H 4.9318 1.6716 2.5043 0.0 0.0 0.0 0.261
H 6.9203 0.2739 1.9819 0.0 0.0 0.0 0.241
H 6.6592 -1.7656 0.6084 0.0 0.0 0.0 0.238
H 4.4442 -2.4061 -0.2532 0.0 0.0 0.0 0.229
H 2.2672 -3.3307 1.7634 0.0 0.0 0.0 0.232
H 2.1164 -5.7798 1.5407 0.0 0.0 0.0 0.234
H 1.5530 -6.7928 -0.6454 0.0 0.0 0.0 0.234
H 1.1656 -5.3530 -2.6148 0.0 0.0 0.0 0.227
H 1.3324 -2.9029 -2.4101 0.0 0.0 0.0 0.236
H 3.8470 -0.5207 -2.0919 0.0 0.0 0.0 0.222
H 3.6896 0.4275 -4.3555 0.0 0.0 0.0 0.232
H 1.4929 1.0700 -5.2803 0.0 0.0 0.0 0.232
H -0.5573 0.7711 -3.9333 0.0 0.0 0.0 0.231
H -0.4207 -0.1615 -1.6674 0.0 0.0 0.0 0.230
C -1.4721 0.8063 0.7953 0.0 0.0 0.0 -0.530
C -2.4404 1.4624 0.4434 0.1 -0.1 0.0 0.143
C -3.5587 2.2396 0.0343 -0.1 0.0 0.0 -0.107
C -4.8556 1.7477 0.2151 0.0 0.0 0.0 -0.171
C -5.9389 2.5114 -0.1790 0.0 0.0 0.0 -0.208
C -5.7370 3.7589 -0.7556 0.0 0.0 0.0 -0.168
C -4.4506 4.2504 -0.9382 0.0 0.0 0.0 -0.208
C -3.3589 3.4976 -0.5443 0.0 0.0 0.0 -0.171
H -4.9999 0.7757 0.6670 0.0 0.0 0.0 0.224
H -6.9426 2.1352 -0.0351 0.0 0.0 0.0 0.228
H -6.5879 4.3525 -1.0624 0.0 0.0 0.0 0.226
H -4.2999 5.2233 -1.3856 0.0 0.0 0.0 0.228
H -2.3522 3.8713 -0.6730 0.0 0.0 0.0 0.227
```
Forces are in eV/Å.

***

Taking the records one at a time from the top gives relative energy (zero: lowest compared OMol25 entry of this formula, charge and spin) values of 0.000; 0.000 eV.